C6H9N | ωB97M-V with the def2-TZVPD basis set

As for the spin multiplicity: 1. As for the SMILES: Cc1cc[nH]c1C. The energy above the lowest of the compared OMol25 structures with the same formula, charge and spin is 26.98 kcal per mole. The calculation puts the frontier orbital gap at 8.836 eV.

Cartesian coordinates (Å):
C (-0.87139, -1.82867, 0.20191)
C (-0.00012, -0.63343, 0.07255)
C (1.36793, -0.95562, 0.17108)
C (2.06689, 0.21947, -0.02771)
N (1.13101, 1.22822, -0.18404)
C (-0.14925, 0.72403, -0.08671)
C (-1.35943, 1.59888, -0.22502)
H (-0.91653, -2.43850, -0.70217)
H (-1.91258, -1.51923, 0.43471)
H (-0.19353, -2.56631, 0.85562)
H (1.45221, -2.02593, 0.49942)
H (3.11456, 0.49123, -0.04143)
H (1.33122, 2.21989, -0.18922)
H (-2.21079, 1.17182, 0.31680)
H (-1.65679, 1.70741, -1.27480)
H (-1.19340, 2.60676, 0.17902)

C4H9NO2S | ωB97M-V with the def2-TZVPD basis set

As for the spin multiplicity: 1. The energy above the lowest of the compared OMol25 structures with the same formula, charge and spin is 147.34 kcal per mole. The calculation puts the frontier orbital gap at 4.379 eV.

Cartesian coordinates (Å):
O (-0.27197, -1.49622, -2.35225)
C (-0.76003, -0.89411, -1.44672)
N (-0.21914, 0.37832, -1.03865)
C (0.77553, 0.06200, 0.04641)
C (2.05611, 0.78123, 0.10024)
S (-3.19253, 1.16166, -0.37757)
C (0.48726, -1.06153, 0.97976)
O (-0.76252, -0.82884, 1.60880)
H (-1.45418, -1.16720, -0.63412)
H (-0.95717, 0.94068, -0.50617)
H (2.04157, 1.49385, 0.92928)
H (2.17800, 1.25917, -0.86446)
H (2.98677, 0.12129, 0.03374)
H (-3.92397, 2.19988, -0.17897)
H (0.37952, -2.02621, 0.42419)
H (1.31285, -1.06292, 1.67365)
H (-0.67611, 0.13895, 1.60284)

C64H41Cl4N9O2PTi | ωB97M-V with the def2-TZVPD basis set

As for the spin multiplicity: 1. The calculation puts the frontier orbital gap (spin up / spin down) at 4.560 / 4.585 eV. Its net charge is -1.

Cartesian coordinates (Å):
Ti (-0.97693, 0.60176, 0.58679)
Cl (0.94898, 7.22572, -6.03274)
C (0.52436, 6.08306, -4.78175)
C (0.23184, 6.53900, -3.50876)
C (-0.10551, 5.62397, -2.52141)
C (-0.15156, 4.25220, -2.77892)
C (0.13958, 3.83227, -4.07810)
C (0.47804, 4.73220, -5.07786)
C (-0.52062, 3.28019, -1.71775)
C (0.13111, 3.30673, -0.52439)
C (1.23031, 4.17631, -0.17405)
C (1.39382, 4.10545, 1.16243)
C (0.42299, 3.17157, 1.67144)
C (0.03324, 3.06854, 2.96770)
C (0.51877, 4.08170, 3.94535)
C (-0.19611, 5.26601, 4.11821)
C (0.25216, 6.25479, 4.98109)
C (1.43356, 6.05540, 5.67780)
Cl (2.01637, 7.30302, 6.75390)
C (2.15814, 4.88739, 5.53759)
C (1.68989, 3.90423, 4.67355)
C (-0.93151, 2.11936, 3.39770)
N (-1.29714, 0.99610, 2.65290)
C (-1.89618, 0.13824, 3.54949)
C (-2.26560, -1.23398, 3.21384)
C (-1.92252, -2.34625, 4.10266)
C (-1.22361, -2.15088, 5.31582)
C (-0.87563, -3.19480, 6.15968)
C (-1.19701, -4.49504, 5.81867)
Cl (-0.80348, -5.81370, 6.89831)
C (-1.79965, -4.74755, 4.59950)
C (-2.13113, -3.70110, 3.75672)
C (-2.89295, -1.40273, 1.99956)
C (-3.83695, -2.43649, 1.64510)
C (-4.20144, -2.24363, 0.36700)
C (-3.50110, -1.08386, -0.11102)
N (-2.73990, -0.53649, 0.92685)
C (-3.56298, -0.59732, -1.38408)
C (-2.92973, 0.61031, -1.80061)
C (-3.28563, 1.30048, -2.95504)
C (-2.45441, 2.40571, -3.05283)
C (-1.59672, 2.37571, -1.95317)
N (-1.90301, 1.28144, -1.14545)
C (-4.25762, -1.38824, -2.43766)
C (-5.61105, -1.70595, -2.37337)
C (-6.23165, -2.44938, -3.36996)
C (-5.49015, -2.87970, -4.45201)
Cl (-6.26198, -3.81231, -5.71354)
C (-4.14185, -2.57306, -4.55513)
C (-3.54203, -1.82705, -3.55501)
C (-2.02242, 0.74511, 4.78764)
C (-1.40277, 1.99505, 4.69738)
N (-0.27437, 2.57870, 0.59845)
H (0.25252, 7.59957, -3.29557)
H (-0.35123, 5.97833, -1.52824)
H (0.10342, 2.77482, -4.31171)
H (0.70433, 4.38941, -6.07893)
H (1.79738, 4.76881, -0.87464)
H (2.10218, 4.64560, 1.77230)
H (-1.11318, 5.40780, 3.55927)
H (-0.30060, 7.17607, 5.10694)
H (3.07457, 4.74955, 6.09608)
H (2.24816, 2.98254, 4.55566)
H (-0.94397, -1.15013, 5.61174)
H (-0.34703, -2.99192, 7.08267)
H (-1.99051, -5.76831, 4.29340)
H (-2.50165, -3.95559, 2.77683)
H (-4.25731, -3.16024, 2.32234)
H (-4.88520, -2.84328, -0.20728)
H (-4.08698, 1.01666, -3.62008)
H (-2.47286, 3.17801, -3.80576)
H (-6.20031, -1.34787, -1.53879)
H (-7.28678, -2.68058, -3.31180)
H (-3.57361, -2.91705, -5.40904)
H (-2.49050, -1.57622, -3.62904)
H (-2.52673, 0.31645, 5.63972)
H (-1.26200, 2.72739, 5.47772)
O (-1.11559, -3.06673, -0.10893)
C (-0.48404, -2.19572, -0.65016)
O (-0.43110, -0.92984, -0.27868)
C (0.42029, -2.45274, -1.83166)
P (2.18783, -2.34524, -1.25063)
C (2.43970, -4.11372, -0.80863)
C (1.96567, -4.50029, 0.44648)
C (2.02731, -5.82506, 0.85254)
C (2.58857, -6.78040, 0.01665)
C (3.08722, -6.40287, -1.22269)
C (3.00928, -5.07834, -1.63605)
C (3.11063, -2.21295, -2.82664)
C (4.49832, -2.08472, -2.72438)
C (5.28793, -1.96031, -3.85655)
C (4.69871, -1.94233, -5.11566)
C (3.32124, -2.04636, -5.23025)
C (2.53212, -2.18323, -4.09269)
H (0.24310, -1.66000, -2.56209)
H (0.20983, -3.43432, -2.24901)
H (1.52729, -3.75925, 1.10629)
H (1.63624, -6.10971, 1.82151)
H (2.63483, -7.81610, 0.32904)
H (3.53371, -7.14175, -1.87691)
H (3.39581, -4.79912, -2.60910)
H (4.95813, -2.07646, -1.74175)
H (6.36255, -1.86733, -3.75898)
H (5.31239, -1.83949, -6.00200)
H (2.85534, -2.02744, -6.20768)
H (1.45916, -2.26929, -4.20232)
N (2.45272, -0.48028, 3.18343)
C (1.15625, -0.48939, 2.87225)
N (1.00787, 0.05362, 1.68382)
C (2.27557, 0.38063, 1.30646)
N (3.18716, 0.07421, 2.19619)
C (2.59534, 0.90634, -0.03645)
C (3.88684, 1.27214, -0.39455)
N (4.18438, 1.63872, -1.63671)
C (3.18195, 1.62958, -2.51277)
C (1.89269, 1.27494, -2.14620)
N (1.60153, 0.91733, -0.90274)
H (2.89948, -0.82745, 4.01447)
H (0.37356, -0.88468, 3.50267)
H (4.68287, 1.26136, 0.33953)
H (3.41308, 1.91678, -3.53208)
H (1.07588, 1.27914, -2.85868)